[1]
A molecular structure, C40H47BBrF4O6PS3SbW at a distorted geometry. Source: the Open Molecules 2025 dataset; level of theory: wB97M-V/def2-TZVPD.

Computed properties:
Largest force on an atom, eV/Å: 3.4
Total energy, a.u.: -6845.53047
HOMO level, eV: -10.779
Relative energy (zero: lowest compared OMol25 entry of this formula, charge and spin), kJ/mol: 186.6
Total charge: +1

Geometry as XYZ:
```
105
Properties=species:S:1:pos:R:3:forces:R:3:mulliken_charge:R:1
W -0.4053 0.6570 -0.6022 -1.48 0.61 3.04 -0.021
O 2.5137 -0.1896 1.7798 0.01 0.22 -0.23 -0.626
C 2.0749 -0.5949 0.7357 0.49 -0.83 0.51 -0.824
O 1.4214 0.1917 -0.1131 0.08 0.56 -0.73 0.777
C 2.1803 -2.0593 0.3188 -0.27 0.56 -0.26 -0.117
C 2.2447 -2.1866 -1.2134 0.15 -0.10 0.10 0.119
C 2.5315 -3.6412 -1.5928 0.05 0.04 0.01 -1.076
C 1.1513 -4.2930 -1.3540 -0.05 0.01 0.06 -0.805
C 0.3472 -3.1050 -0.8268 -0.08 -0.20 0.14 0.058
O 0.8686 -2.0012 -1.5887 0.22 -0.30 -0.16 0.144
C 0.8025 -2.7656 0.6117 -0.32 0.60 -0.31 0.437
C -0.1011 -1.7341 1.2893 0.44 -0.63 0.50 -0.149
O -0.2128 -1.6252 2.4750 -0.22 -0.07 -0.14 -0.621
O -0.7070 -0.9007 0.4288 0.02 -0.30 -0.29 1.361
H 3.0110 -2.5121 0.8522 0.00 0.01 0.00 0.730
H 2.8696 -1.4463 -1.7024 -0.06 0.01 0.06 0.189
H 3.3143 -4.0689 -0.9686 0.06 0.00 -0.04 0.389
H 2.8421 -3.7122 -2.6335 0.01 -0.04 0.00 0.297
H 1.1737 -5.1141 -0.6396 0.03 -0.03 0.00 0.398
H 0.7192 -4.6627 -2.2823 -0.03 0.02 0.01 0.394
H -0.7260 -3.1819 -0.9527 -0.04 0.10 -0.02 -0.156
H 0.9038 -3.6263 1.2666 -0.02 0.01 0.02 0.814
S -3.3879 0.4234 0.7589 -0.08 -0.26 -0.36 -0.372
P -3.4641 -1.0890 -0.5133 -0.21 0.00 0.31 1.268
S -2.0221 -0.8923 -1.9914 0.51 0.55 0.04 -0.530
C -5.0151 -1.3819 -1.4159 0.34 0.10 0.00 0.705
C -6.1670 -1.5893 -0.6623 0.00 0.02 0.02 -0.516
C -7.3464 -1.9372 -1.2978 0.00 -0.03 0.05 -0.779
C -7.3769 -2.0786 -2.6792 -0.01 0.02 -0.03 -0.446
C -6.2308 -1.8658 -3.4286 0.02 -0.04 -0.04 -0.779
C -5.0442 -1.5192 -2.7994 -0.04 -0.01 0.13 -0.145
C -3.2062 -2.6884 0.3260 -0.05 0.29 -0.08 0.548
C -3.1087 -2.7348 1.7102 -0.01 -0.03 -0.07 -0.497
C -2.9368 -3.9582 2.3431 0.00 -0.10 0.03 -0.585
C -2.8795 -5.1248 1.5961 0.02 0.03 0.07 -0.605
C -2.9998 -5.0773 0.2119 0.01 -0.03 -0.16 -0.636
C -3.1673 -3.8611 -0.4273 -0.01 0.06 0.07 -0.633
H -6.1341 -1.4807 0.4153 -0.03 -0.02 0.02 0.435
H -8.2399 -2.1185 -0.7159 -0.01 0.05 0.01 0.405
H -8.3000 -2.3557 -3.1699 -0.01 -0.01 -0.01 0.396
H -6.2493 -1.9842 -4.5037 -0.04 0.02 -0.01 0.421
H -4.1430 -1.3659 -3.3763 -0.04 0.04 -0.08 0.251
H -3.1756 -1.8164 2.2777 0.08 0.00 0.02 0.422
H -2.8512 -4.0002 3.4204 -0.01 0.01 0.01 0.447
H -2.7553 -6.0779 2.0930 0.01 -0.01 0.00 0.432
H -2.9716 -5.9914 -0.3666 -0.01 -0.01 0.00 0.457
H -3.2805 -3.8068 -1.5047 0.02 -0.09 -0.01 0.496
Br -2.0234 2.3663 -1.5198 0.39 -0.16 0.10 -0.252
O -0.5671 1.4905 1.3169 -0.34 -0.26 -0.25 0.069
S -0.1987 2.3114 2.5792 0.78 -0.14 -0.45 -0.020
C 0.1931 1.0513 3.8399 0.07 0.10 0.05 -0.352
C 0.5185 1.6984 5.1635 -0.09 0.40 -0.15 0.200
C -0.3022 2.7111 5.6599 0.02 -0.15 -0.06 -0.270
C -0.0119 3.3209 6.8689 -0.07 0.08 -0.05 -0.772
C 1.0960 2.9194 7.5962 0.10 0.01 0.05 -0.471
C 1.9050 1.8993 7.1169 0.04 -0.01 0.02 -0.714
C 1.6209 1.2930 5.9035 0.04 -0.02 -0.13 -0.217
C 1.4374 2.9833 2.0300 0.08 -0.03 0.14 0.477
C 2.4742 3.4639 3.0000 -0.23 -0.09 0.36 0.124
C 2.2825 4.6281 3.7376 -0.04 -0.06 -0.04 -0.330
C 3.2848 5.1016 4.5665 -0.03 0.07 0.04 -0.774
C 4.4954 4.4269 4.6501 0.00 0.00 0.09 -0.473
C 4.6909 3.2685 3.9176 0.03 -0.09 -0.01 -0.800
C 3.6803 2.7802 3.1037 -0.05 -0.03 -0.03 -0.096
H 0.9905 0.4187 3.4572 0.04 0.04 -0.02 0.045
H -0.7162 0.4568 3.9363 -0.06 0.01 -0.32 0.696
H -1.1761 3.0121 5.0942 -0.04 0.07 0.06 0.432
H -0.6485 4.1139 7.2382 -0.01 -0.01 0.01 0.425
H 1.3323 3.4056 8.5332 0.00 -0.03 0.02 0.419
H 2.7694 1.5776 7.6824 -0.01 0.01 0.02 0.417
H 2.2541 0.4985 5.5290 0.05 0.02 -0.03 0.431
H 1.1415 3.8068 1.3810 -0.17 -0.12 -0.09 0.729
H 1.8474 2.1750 1.4315 -0.12 -0.05 -0.03 -0.889
H 1.3440 5.1630 3.6467 0.01 0.06 0.06 0.436
H 3.1280 6.0049 5.1409 0.00 0.01 -0.01 0.442
H 5.2816 4.8021 5.2921 0.00 0.02 -0.01 0.425
H 5.6298 2.7334 3.9745 0.01 0.03 0.03 0.432
H 3.8330 1.8697 2.5393 -0.03 -0.03 -0.03 0.415
C 3.3212 -0.3626 -4.0602 -0.07 0.13 -0.09 -1.454
C 2.4070 0.8333 -4.2840 0.21 -0.27 0.80 -0.621
Sb 0.4877 0.7655 -3.2483 -0.25 0.31 -2.92 -0.759
C -0.3815 -0.7253 -4.6071 0.01 -0.04 0.51 -0.320
C 0.2194 -0.7860 -6.0045 0.07 0.15 0.24 -1.283
C -0.3588 2.4743 -4.3704 0.21 -0.14 0.50 -0.650
C 0.4243 2.9872 -5.5725 0.00 -0.16 0.15 -1.326
H 4.1264 -0.3347 -4.7963 0.02 -0.08 0.01 0.500
H 2.7852 -1.3064 -4.1779 0.08 -0.05 0.02 0.214
H 3.7798 -0.3305 -3.0735 0.02 0.01 -0.02 0.379
H 2.0970 0.8892 -5.3240 -0.21 0.06 0.04 0.635
H 2.9117 1.7586 -4.0224 -0.11 0.05 0.01 0.511
H -1.4341 -0.4491 -4.6729 0.02 0.02 0.10 0.527
H -0.3299 -1.6951 -4.1120 0.01 0.02 0.01 0.290
H 0.1610 0.1816 -6.4999 0.02 -0.04 -0.12 0.232
H -0.3517 -1.5021 -6.5959 0.03 0.00 -0.06 0.432
H 1.2585 -1.1101 -5.9916 0.02 -0.03 -0.08 0.267
H -0.4628 3.2861 -3.6549 -0.09 -0.13 0.09 0.454
H -1.3547 2.1345 -4.6600 0.00 0.00 0.13 0.652
H 1.4484 3.2432 -5.3057 0.01 0.05 -0.06 0.231
H -0.0668 3.8985 -5.9170 0.05 0.01 -0.07 0.424
H 0.4365 2.2871 -6.4058 0.07 0.00 -0.02 0.277
F 2.8551 3.9709 -0.4732 -0.16 0.02 0.19 -0.141
B 2.5039 3.1571 -1.4400 0.12 -0.25 -0.47 0.170
F 1.8920 3.6138 -2.5294 -0.03 0.14 0.09 -0.115
F 3.0517 1.9446 -1.5319 0.09 0.08 0.20 -0.110
F 0.6225 2.3688 -0.6638 0.09 -0.29 -0.72 -0.474
```
Forces are in eV/Å.

***

[2]
A molecular structure, C40H47CaN5O11PS. Source: the Open Molecules 2025 dataset; level of theory: wB97M-V/def2-TZVPD.

Computed properties:
Largest force on an atom, eV/Å: 0.8
Total energy, a.u.: -4071.16949
HOMO level, eV: -4.038
Relative energy (zero: lowest compared OMol25 entry of this formula, charge and spin), kJ/mol: 1.2
Total charge: -1

Geometry as XYZ:
```
106
Properties=species:S:1:pos:R:3:forces:R:3:mulliken_charge:R:1
Ca -0.0580 -0.3208 0.2631 0.33 0.75 0.11 1.768
O 4.0312 -0.9404 -0.4568 0.06 -0.08 0.00 -0.722
S 2.9118 -0.0368 -0.4659 -0.27 0.06 -0.03 0.949
O 1.7586 -0.3723 -1.3162 0.26 -0.20 -0.14 -0.786
N 2.2157 0.2510 0.9079 0.14 -0.13 0.04 0.608
C 2.8371 0.7274 2.0392 -0.26 0.02 0.01 -0.276
C 4.1760 0.6881 2.3544 0.02 0.05 0.04 -0.494
C 4.6524 1.2849 3.5424 0.06 -0.08 -0.07 -0.901
C 3.8199 1.9105 4.4204 -0.03 0.04 0.04 -1.086
C 2.4313 1.9573 4.1449 -0.04 -0.01 0.00 0.823
C 1.4987 2.6122 4.9776 0.01 0.00 -0.01 -0.973
C 0.1774 2.6305 4.6325 -0.04 0.03 0.01 -1.021
C -0.2228 1.9694 3.4551 -0.01 -0.01 -0.02 -0.292
N 0.6109 1.3510 2.6574 -0.03 -0.01 0.02 0.512
C 1.9334 1.3495 2.9740 0.04 -0.02 -0.05 -0.189
C 3.5330 1.5099 -1.0788 -0.14 0.05 -0.03 0.004
C 4.8740 1.8297 -0.9351 0.00 0.00 0.04 -0.304
C 5.3260 3.0688 -1.3667 -0.02 0.04 -0.01 -0.678
C 4.4427 3.9688 -1.9478 0.00 -0.02 0.01 -0.581
C 3.1021 3.6324 -2.1026 0.02 -0.02 0.03 -0.528
C 2.6401 2.4011 -1.6626 0.06 0.01 0.00 -0.348
H 4.8672 0.1920 1.6871 -0.01 -0.01 -0.01 0.720
H 5.7161 1.2428 3.7454 -0.01 0.01 0.01 0.389
H 4.1980 2.3862 5.3170 0.01 -0.01 0.00 0.380
H 1.8487 3.1029 5.8787 0.00 0.00 0.01 0.411
H -0.5630 3.1345 5.2398 0.02 0.00 0.02 0.465
H -1.2714 1.9498 3.1682 0.02 0.00 -0.02 0.403
H 5.5500 1.1077 -0.4976 -0.01 0.01 -0.02 0.422
H 6.3699 3.3298 -1.2487 0.00 0.01 0.00 0.409
H 4.8000 4.9343 -2.2851 0.00 -0.01 0.00 0.392
H 2.4132 4.3316 -2.5613 0.01 0.00 0.01 0.448
H 1.5985 2.1212 -1.7595 0.00 0.01 0.01 0.437
C -5.2545 0.6837 -3.3843 -0.06 0.03 -0.08 -1.482
C -4.1226 0.9272 -2.4190 0.01 -0.13 0.20 0.197
O -4.3562 0.0985 -1.2550 0.05 0.17 -0.14 -0.439
P -3.0925 -0.2720 -0.3052 0.34 -0.08 0.05 1.166
O -3.1799 0.7299 0.9589 -0.39 -0.22 -0.01 0.109
C -4.4225 0.8762 1.6833 0.18 0.18 0.04 -0.411
C -5.0523 2.2055 1.3346 -0.01 0.05 0.00 -1.033
O -3.7264 -1.5927 0.3772 -0.07 -0.17 0.11 -0.472
C -3.5423 -2.8404 -0.3236 0.02 0.09 0.03 0.828
C -4.8718 -3.5438 -0.4254 -0.06 -0.05 0.00 -1.581
H -5.1312 1.3132 -4.2677 0.00 -0.02 0.01 0.410
H -6.2130 0.9255 -2.9219 0.02 -0.01 0.00 0.289
H -5.2778 -0.3605 -3.7014 0.00 0.03 0.02 0.342
H -4.0522 1.9655 -2.1057 -0.01 0.10 0.02 0.165
H -3.1595 0.6621 -2.8605 0.04 -0.01 -0.01 0.243
H -4.1629 0.8314 2.7418 0.01 -0.03 0.02 0.348
H -5.0858 0.0403 1.4667 -0.01 -0.01 -0.06 0.285
H -4.3843 3.0265 1.5976 0.00 -0.01 -0.03 0.233
H -5.9932 2.3303 1.8756 0.01 0.00 0.00 0.409
H -5.2514 2.2611 0.2646 -0.01 -0.01 0.02 0.165
H -2.8031 -3.4191 0.2292 -0.03 0.02 -0.05 -0.589
H -3.1206 -2.6567 -1.3162 -0.01 0.00 0.00 0.216
H -5.2716 -3.7463 0.5697 -0.01 0.01 -0.01 0.310
H -4.7541 -4.4947 -0.9492 0.01 0.02 0.01 0.434
H -5.5891 -2.9264 -0.9683 0.00 -0.02 0.00 0.329
O -2.1177 3.2203 -1.1351 -0.40 0.07 -0.22 -0.722
C -1.0484 3.0280 -0.5671 0.32 -0.13 0.29 -0.788
O -0.4998 1.9322 -0.2611 -0.02 -0.42 -0.12 -0.313
C -0.2306 4.2583 -0.1587 0.01 -0.04 0.00 -0.407
C -0.6546 5.5321 -0.5079 -0.04 -0.10 0.00 -0.597
C 0.1266 6.6174 -0.1541 -0.05 0.05 0.10 -0.267
C 1.3208 6.4890 0.5301 -0.01 0.10 0.00 -0.607
C 1.7062 5.2087 0.8638 0.04 -0.03 0.00 -0.550
C 0.9558 4.0942 0.5425 -0.01 0.01 -0.02 1.360
N 2.9928 5.0254 1.5603 0.10 0.00 0.09 1.044
O 3.6276 6.0281 1.8434 -0.05 -0.11 -0.03 -0.708
O 3.3420 3.8917 1.8082 -0.01 0.18 -0.07 -0.430
N -0.3161 7.9733 -0.5231 0.20 0.16 -0.39 1.067
O 0.4158 8.9054 -0.2324 -0.27 -0.16 0.04 -0.644
O -1.3580 8.0815 -1.1415 0.12 0.02 0.24 -0.629
H -1.5808 5.6461 -1.0523 0.00 0.03 0.00 0.667
H 1.9231 7.3460 0.7861 -0.01 -0.02 -0.01 0.640
H 1.2796 3.1014 0.8147 0.04 -0.09 0.00 0.530
C -0.3455 -3.5083 -3.9098 -0.02 0.00 0.00 -1.537
C -0.1741 -4.0216 -2.5019 0.01 0.00 0.01 0.340
C 0.1387 -5.3627 -2.2664 0.01 -0.01 -0.02 -1.008
C 0.3167 -5.8007 -0.9608 0.00 0.01 0.04 0.354
C 0.6464 -7.2466 -0.6832 0.01 -0.01 0.00 -1.655
C 0.1892 -4.9191 0.1073 -0.01 -0.04 -0.04 -0.765
C -0.1331 -3.5528 -0.0777 0.01 0.08 -0.01 -0.227
C -0.3149 -3.1612 -1.4352 0.01 0.06 0.02 -0.049
N -0.2920 -2.6006 0.8773 -0.17 0.17 -0.09 1.361
C -0.2741 -2.9290 2.3036 -0.01 -0.07 -0.06 1.643
C 1.1525 -3.1866 2.8130 0.01 0.04 0.06 -1.612
C -1.2096 -4.0990 2.7041 0.03 -0.01 0.02 -1.539
C -0.8098 -1.6787 3.0079 -0.04 0.11 0.15 -1.391
H -0.3083 -4.3236 -4.6334 0.00 0.00 0.01 0.380
H 0.4422 -2.7954 -4.1631 0.00 0.00 0.01 0.250
H -1.3018 -2.9933 -4.0320 0.01 0.00 0.01 0.290
H 0.2501 -6.0522 -3.0970 0.00 0.01 0.01 0.229
H 0.8917 -7.7797 -1.6028 0.00 0.01 0.01 0.359
H -0.1967 -7.7598 -0.2132 0.00 0.01 0.00 0.307
H 1.4981 -7.3316 -0.0046 -0.01 0.00 -0.01 0.341
H 0.3633 -5.3058 1.1002 0.01 0.00 -0.01 0.215
H -0.5816 -2.1257 -1.6559 0.02 -0.07 0.03 0.793
H 1.6189 -4.0227 2.2923 -0.01 0.00 -0.02 0.323
H 1.1523 -3.4054 3.8869 0.01 0.01 -0.04 0.448
H 1.7717 -2.3024 2.6387 -0.01 -0.01 0.00 0.167
H -0.6859 -5.0499 2.8042 -0.01 0.02 -0.02 0.411
H -1.9968 -4.2318 1.9603 0.00 0.01 0.05 0.020
H -1.6856 -3.8921 3.6664 0.03 0.00 -0.01 0.475
H -0.2063 -0.7882 2.7979 -0.04 -0.17 -0.08 -0.261
H -0.7804 -1.7785 4.0970 -0.04 -0.11 -0.01 0.605
H -1.8470 -1.4947 2.7070 0.05 0.03 -0.02 0.255
```
Forces are in eV/Å.

***

Question: Among the records above, which one has the highest largest force on an atom?
Answer: C40H47BBrF4O6PS3SbW

***

Question: The lowest largest force on an atom belongs to which entry?
Answer: C40H47CaN5O11PS

***

Question: largest force on an atom of number 2 (C40H47CaN5O11PS)?
Answer: 0.8 eV/Å